A structure of composition C20H28CaN6O8S. Source: the OMol25 dataset; level of theory: the ωB97M-V functional and the def2-TZVPD basis.

Each line ends with the Mulliken charge.
Geometry (Å):
1 Ca -1.42 -0.12 0.37  1.76
2 O -3.94 -0.31 3.87  -0.85
3 C -3.21 -0.03 2.91  0.34
4 O -2.86 -0.77 1.95  -0.81
5 C -2.75 1.45 2.85  -0.83
6 N -1.39 1.69 2.34  1.57
7 C -0.41 1.04 3.21  -1.39
8 C 1.02 1.09 2.68  -1.74
9 N 1.23 0.34 1.43  1.36
10 C 2.01 1.10 0.46  -0.90
11 C 1.89 0.57 -0.97  -1.92
12 N 0.52 0.35 -1.44  1.38
13 C -0.03 1.50 -2.16  -1.25
14 C -0.05 2.83 -1.40  -1.49
15 N -0.96 2.86 -0.26  1.26
16 C -0.48 3.58 0.90  -1.22
17 C -1.16 3.13 2.20  -1.87
18 C -2.29 3.31 -0.64  -0.70
19 C -3.20 2.22 -1.25  0.10
20 O -4.01 2.59 -2.10  -0.85
21 O -3.03 1.08 -0.74  -0.68
22 C 0.48 -0.82 -2.33  -0.35
23 C -0.87 -1.58 -2.41  0.46
24 O -1.06 -2.20 -3.46  -0.87
25 O -1.57 -1.57 -1.36  -0.85
26 C 1.87 -0.95 1.68  -0.13
27 C 1.00 -1.82 2.62  0.22
28 O 1.59 -2.38 3.56  -0.87
29 O -0.19 -1.92 2.24  -0.59
30 H -2.87 1.87 3.86  0.33
31 H -3.45 1.95 2.18  0.38
32 H -0.69 -0.01 3.31  0.65
33 H -0.43 1.48 4.22  0.26
34 H 1.68 0.70 3.46  0.50
35 H 1.32 2.13 2.52  0.84
36 H 3.09 1.08 0.72  0.37
37 H 1.70 2.13 0.50  0.26
38 H 2.41 -0.39 -1.01  0.75
39 H 2.44 1.25 -1.64  0.35
40 H -1.05 1.24 -2.46  0.47
41 H 0.55 1.67 -3.09  0.45
42 H -0.31 3.61 -2.12  0.40
43 H 0.96 3.06 -1.06  0.65
44 H -0.64 4.67 0.80  0.33
45 H 0.60 3.44 0.99  0.71
46 H -2.13 3.63 2.28  0.67
47 H -0.56 3.50 3.04  0.42
48 H -2.23 4.17 -1.33  0.29
49 H -2.82 3.64 0.25  0.39
50 H 1.17 -1.57 -1.93  -0.02
51 H 0.81 -0.57 -3.34  0.12
52 H 2.87 -0.81 2.10  0.24
53 H 1.95 -1.50 0.74  -0.11
54 S 0.38 -3.79 -0.12  -0.33
55 C 1.18 -4.37 -1.40  0.09
56 N 0.57 -5.29 -2.27  0.01
57 C 1.23 -6.01 -3.18  0.00
58 C 2.54 -5.76 -3.41  -0.81
59 C 3.08 -4.64 -2.70  0.15
60 N 2.46 -3.97 -1.79  -0.43
61 H -0.41 -5.45 -2.08  0.24
62 H 0.66 -6.76 -3.72  0.38
63 H 3.12 -6.31 -4.14  0.34
64 H 4.08 -4.29 -2.95  0.37

Its HOMO energy is -2.90 eV. The value obtained for the LUMO energy is 4.1104 eV. The value obtained for the orbital gap is 7.008 eV. The calculation puts the energy above the lowest of the compared OMol25 structures with the same formula, charge and spin at 0.0 kcal per mole. The total charge is -2.

---

A cluster of 14 separate species, C53H90N3O30 in total. Source: the OMol25 dataset; level of theory: the ωB97M-V functional and the def2-TZVPD basis.

Each line ends with the Mulliken charge.
Geometry (Å):
1 C -2.63 -1.79 -2.46  -1.41
2 C -2.10 -0.76 -1.46  -0.32
3 C -1.43 0.48 -1.98  -0.71
4 N -0.58 1.15 -0.94  0.22
5 C 0.53 0.14 -0.45  -0.59
6 C 1.79 0.77 0.06  -0.68
7 C 2.35 1.87 -0.84  -0.77
8 C 1.31 2.99 -0.98  -0.62
9 C 0.05 2.38 -1.70  -0.64
10 C -1.39 1.65 0.23  -0.86
11 H -3.28 -1.22 -3.11  0.36
12 H -3.22 -2.58 -2.00  0.37
13 H -1.91 -2.20 -3.18  0.34
14 H -1.45 -1.23 -0.73  0.31
15 H -2.88 -0.46 -0.76  0.39
16 H -2.20 1.14 -2.40  0.57
17 H -0.74 0.19 -2.76  0.35
18 H 0.86 -0.56 -1.21  0.39
19 H 0.10 -0.39 0.40  0.36
20 H 2.65 0.11 -0.02  0.34
21 H 1.76 1.05 1.12  0.36
22 H 2.72 1.48 -1.78  0.33
23 H 3.20 2.34 -0.35  0.37
24 H 1.77 3.74 -1.62  0.37
25 H 0.90 3.42 -0.07  0.33
26 H 0.52 1.99 -2.61  0.39
27 H -0.72 3.13 -1.89  0.40
28 H -0.73 2.41 0.65  0.38
29 H -1.71 1.01 1.05  0.32
30 H -2.32 2.12 -0.09  0.36
31 O -1.30 8.99 4.14  -0.63
32 C -1.91 9.34 5.20  0.71
33 O -1.38 9.16 6.37  -0.22
34 C 0.00 8.90 6.53  -0.24
35 C -0.09 8.78 8.01  -1.09
36 C -3.39 9.51 5.22  -0.95
37 H 0.50 9.78 6.13  0.27
38 H 0.29 8.01 5.96  0.29
39 H -0.51 9.69 8.44  0.30
40 H 0.92 8.76 8.41  0.40
41 H -0.63 7.93 8.43  0.28
42 H -3.88 8.68 5.74  0.27
43 H -3.62 9.56 4.16  0.30
44 H -3.58 10.44 5.75  0.30
45 O 4.12 -2.42 -5.99  -0.63
46 C 4.34 -3.56 -6.47  0.78
47 O 5.37 -3.87 -7.19  -0.29
48 C 6.22 -2.90 -7.49  -0.28
49 C 7.51 -3.09 -6.63  -1.02
50 C 3.33 -4.73 -6.40  -0.98
51 H 5.85 -1.88 -7.36  0.36
52 H 6.46 -3.07 -8.54  0.29
53 H 8.28 -2.32 -6.74  0.35
54 H 7.88 -4.06 -6.97  0.27
55 H 7.20 -3.12 -5.59  0.28
56 H 3.39 -5.18 -5.41  0.25
57 H 3.35 -5.47 -7.20  0.31
58 H 2.31 -4.34 -6.48  0.32
59 O 6.90 10.57 -0.67  -0.53
60 C 5.78 10.28 -0.36  0.75
61 O 5.42 9.48 0.69  -0.34
62 C 6.49 9.09 1.51  -0.32
63 C 6.38 10.06 2.73  -0.98
64 C 4.65 10.89 -1.11  -1.04
65 H 7.44 9.11 0.97  0.32
66 H 6.45 8.05 1.84  0.34
67 H 7.06 9.68 3.49  0.35
68 H 5.36 10.07 3.12  0.27
69 H 6.83 10.98 2.35  0.28
70 H 4.80 11.90 -1.47  0.35
71 H 3.84 11.17 -0.44  0.31
72 H 4.29 10.32 -1.96  0.24
73 C -7.16 2.91 6.63  -1.04
74 C -8.16 1.73 6.61  -0.55
75 C -7.83 0.59 5.59  -0.46
76 C -7.79 1.02 4.20  0.32
77 N -7.87 1.51 3.15  -0.42
78 H -6.53 3.12 5.76  0.34
79 H -6.45 2.68 7.42  0.31
80 H -7.70 3.76 7.06  0.29
81 H -9.21 1.98 6.42  0.36
82 H -8.12 1.44 7.65  0.33
83 H -8.56 -0.19 5.83  0.27
84 H -6.85 0.18 5.86  0.26
85 C 12.82 -2.55 2.06  -1.17
86 C 12.56 -1.95 3.44  -0.43
87 C 11.56 -2.67 4.28  -0.40
88 C 10.34 -1.92 4.29  0.26
89 N 9.34 -1.32 4.31  -0.44
90 H 13.13 -3.59 1.96  0.34
91 H 13.65 -2.03 1.57  0.33
92 H 11.92 -2.45 1.45  0.33
93 H 12.44 -0.88 3.57  0.38
94 H 13.48 -2.19 3.97  0.24
95 H 11.98 -2.60 5.29  0.25
96 H 11.54 -3.73 4.05  0.31
97 C -6.20 -7.30 6.93  -0.28
98 C -5.02 -8.10 6.50  -0.34
99 O -4.36 -7.27 5.60  -0.32
100 C -5.18 -6.27 5.23  0.66
101 O -4.82 -5.44 4.44  -0.53
102 O -6.43 -6.51 5.77  -0.30
103 H -5.74 -6.79 7.78  0.26
104 H -7.07 -7.90 7.20  0.32
105 H -5.31 -9.02 5.98  0.23
106 H -4.30 -8.47 7.24  0.30
107 C -9.03 -9.58 -7.20  -0.22
108 C -7.48 -9.55 -7.07  -0.29
109 O -7.13 -8.28 -7.60  -0.34
110 C -8.16 -7.48 -7.75  0.72
111 O -8.13 -6.26 -7.97  -0.56
112 O -9.27 -8.25 -7.53  -0.35
113 H -9.34 -9.69 -6.16  0.22
114 H -9.50 -10.41 -7.72  0.32
115 H -7.08 -10.41 -7.60  0.27
116 H -7.12 -9.56 -6.04  0.24
117 C -1.53 7.10 -7.36  -0.24
118 C -2.94 7.58 -7.65  -0.23
119 O -3.58 6.29 -7.95  -0.32
120 C -2.73 5.28 -7.87  0.68
121 O -3.09 4.05 -8.03  -0.60
122 O -1.52 5.71 -7.47  -0.32
123 H -1.06 7.52 -6.47  0.30
124 H -0.94 7.57 -8.14  0.24
125 H -2.99 8.27 -8.50  0.24
126 H -3.44 8.15 -6.87  0.24
127 C 6.26 5.28 -8.09  -0.25
128 C 6.41 4.65 -9.53  -0.38
129 O 6.27 5.71 -10.44  -0.30
130 C 5.56 6.70 -9.78  0.65
131 O 5.06 7.75 -10.28  -0.56
132 O 5.49 6.47 -8.44  -0.30
133 H 7.21 5.46 -7.58  0.29
134 H 5.56 4.60 -7.61  0.25
135 H 5.51 4.05 -9.67  0.26
136 H 7.29 4.04 -9.76  0.32
137 C 1.48 -1.24 10.64  -0.27
138 C 0.03 -0.65 10.61  -0.34
139 O -0.05 -0.18 9.29  -0.31
140 C 0.63 -1.02 8.52  0.68
141 O 0.58 -1.14 7.32  -0.54
142 O 1.60 -1.63 9.30  -0.32
143 H 1.50 -2.09 11.32  0.28
144 H 2.19 -0.48 10.98  0.27
145 H -0.04 0.17 11.33  0.27
146 H -0.82 -1.29 10.81  0.27
147 C -11.18 -1.30 -4.14  -0.32
148 C -11.51 -1.86 -2.78  -0.22
149 O -12.43 -0.93 -2.27  -0.34
150 C -12.73 0.05 -3.14  0.71
151 O -13.57 0.95 -3.02  -0.57
152 O -11.93 -0.07 -4.12  -0.33
153 H -11.56 -1.90 -4.97  0.25
154 H -10.10 -1.20 -4.19  0.27
155 H -10.54 -1.84 -2.28  0.27
156 H -11.78 -2.89 -2.97  0.28
157 C 3.99 -6.42 2.82  -0.32
158 C 4.97 -7.56 3.16  -0.25
159 O 5.76 -7.58 2.01  -0.33
160 C 5.25 -6.77 0.98  0.67
161 O 5.54 -6.65 -0.20  -0.52
162 O 4.19 -6.07 1.48  -0.31
163 H 4.37 -5.61 3.44  0.28
164 H 2.99 -6.75 3.12  0.29
165 H 4.48 -8.53 3.27  0.25
166 H 5.56 -7.24 4.02  0.25
167 C -1.63 -11.23 0.88  -0.32
168 C -1.05 -10.27 -0.10  -0.22
169 O -2.23 -9.93 -0.88  -0.34
170 C -3.31 -10.31 -0.25  0.75
171 O -4.47 -10.07 -0.64  -0.62
172 O -3.03 -10.94 0.81  -0.31
173 H -1.31 -11.00 1.90  0.26
174 H -1.46 -12.26 0.58  0.27
175 H -0.42 -10.90 -0.73  0.24
176 H -0.52 -9.39 0.27  0.28

Its HOMO energy is -11.34 eV. The value obtained for the LUMO energy is -1.9307 eV. The value obtained for the orbital gap is 9.405 eV. The total charge is +1.